1.
21
Properties=species:S:1:pos:R:3 method="wB97M-V/def2-TZVPD" molar_mass_g_mol=175.27 energy_ev=-32824.840 charge=-1 e_lumo_ev=2.9 homo_lumo_gap_ev=7.260 largest_force_ha_per_bohr=0.0229 spin_multiplicity=1
F 11.88786 -25.73678 2.22645
C 13.07002 -25.61451 4.82288
S 14.09546 -25.84139 6.31585
O 13.17378 -26.34539 7.39173
C 14.98084 -27.31643 5.75705
H 12.22349 -24.99599 5.09951
H 12.83127 -26.60208 4.44830
H 13.65381 -25.03542 4.10798
H 15.54642 -27.06835 4.85572
H 14.22886 -28.06835 5.51836
H 15.66145 -27.67495 6.52389
C 10.61665 -22.90192 3.08016
S 10.37998 -21.52364 1.94197
O 8.90921 -21.36110 1.70137
C 10.76878 -20.23607 3.16223
H 10.40312 -23.84697 2.57128
H 10.01840 -22.76937 3.98284
H 11.65806 -23.01892 3.38760
H 9.95651 -20.21601 3.89380
H 10.77369 -19.25230 2.69370
H 11.69481 -20.40658 3.71058

2.
96
Properties=species:S:1:pos:R:3 method="wB97M-V/def2-TZVPD" molar_mass_g_mol=836.94 energy_ev=-104394.496 charge=+2 e_lumo_ev=-6.1 homo_lumo_gap_ev=6.687 largest_force_ha_per_bohr=0.0387 spin_multiplicity=1
Lu 13.26708 -14.07687 -5.29299
C 15.02288 -20.99639 -5.30555
Si 13.55230 -19.91265 -4.98662
C 12.52243 -19.74560 -6.50536
C 12.48895 -20.58886 -3.60324
C 14.31741 -18.23927 -4.31088
C 15.30997 -18.39764 -3.33801
C 16.00284 -17.30787 -2.81941
C 15.63504 -16.04613 -3.24236
N 14.57192 -15.82916 -4.06625
C 13.96075 -16.91386 -4.65050
S 12.71687 -16.58128 -5.87923
H 14.76345 -21.75472 -6.07928
H 15.33052 -21.57477 -4.41072
H 15.88740 -20.41189 -5.64579
H 12.26401 -20.75567 -6.89600
H 13.05850 -19.22073 -7.30755
H 11.58737 -19.20507 -6.32113
H 12.20011 -21.63986 -3.78642
H 11.56878 -19.98417 -3.43692
H 13.05491 -20.58784 -2.65087
H 15.53309 -19.40171 -2.97620
H 16.81268 -17.44135 -2.12423
H 16.15037 -15.17027 -2.88258
C 9.61944 -10.64113 -7.80957
N 10.64109 -11.52097 -8.36277
C 10.77815 -11.49088 -9.83823
C 11.88792 -12.50574 -10.11663
N 11.99630 -13.21168 -8.84838
C 12.78866 -14.40810 -8.72671
C 11.36453 -12.56992 -7.83526
N 11.53895 -12.94351 -6.55350
C 10.58875 -12.36673 -5.58035
C 10.63379 -13.18232 -4.29601
N 11.95692 -13.07247 -3.64786
C 12.08495 -12.43916 -2.48259
N 13.28083 -12.37279 -1.83426
C 14.47095 -13.00031 -2.36946
C 13.15203 -11.91686 -0.44592
C 11.70247 -11.39824 -0.40303
N 11.12426 -11.85973 -1.68143
C 9.78419 -11.38581 -2.00319
H 9.47122 -9.81103 -8.51258
H 9.93298 -10.22216 -6.83231
H 8.65610 -11.16307 -7.66416
H 11.03215 -10.46680 -10.15746
H 9.81389 -11.74496 -10.31413
H 12.85907 -12.00483 -10.38619
H 11.62853 -13.22031 -10.92628
H 12.89234 -14.87069 -9.70739
H 12.26555 -15.13181 -8.04934
H 13.79516 -14.21540 -8.32593
H 9.55399 -12.46400 -5.97810
H 10.81004 -11.30671 -5.35291
H 10.42998 -14.22898 -4.57198
H 9.81967 -12.88486 -3.62040
H 14.47915 -12.88330 -3.45199
H 14.52974 -14.08108 -2.11976
H 15.36237 -12.50689 -1.96967
H 13.88517 -11.12735 -0.21218
H 13.30544 -12.76457 0.26393
H 11.63961 -10.29299 -0.33083
H 11.12502 -11.80383 0.43895
H 9.54718 -10.58255 -1.28444
H 9.01984 -12.18865 -1.89754
H 9.72302 -10.95099 -3.01319
C 16.47516 -20.74566 -8.74431
O 16.32540 -19.34594 -8.45479
C 15.90367 -18.52561 -9.46955
C 15.52699 -18.94928 -10.75638
C 15.09031 -18.01786 -11.68301
C 14.99669 -16.66614 -11.35733
C 15.36103 -16.21024 -10.09332
C 15.77864 -17.14228 -9.11369
N 16.03274 -16.86691 -7.74810
C 16.06994 -15.68087 -7.09743
C 16.48969 -14.43688 -7.62231
C 17.40280 -14.23248 -8.72702
C 17.85528 -12.97147 -9.05642
C 17.45221 -11.84899 -8.31087
C 16.51850 -11.97567 -7.30488
C 15.96722 -13.23305 -6.95380
O 15.01835 -13.32925 -6.04261
H 15.48671 -21.21232 -8.98144
H 16.89213 -21.21592 -7.83942
H 17.17699 -20.91238 -9.57679
H 15.56970 -20.00537 -11.03784
H 14.80056 -18.35802 -12.66704
H 14.61970 -15.96629 -12.08961
H 15.36923 -15.15322 -9.87915
H 16.12381 -17.70920 -7.18437
H 15.68789 -15.70360 -6.08026
H 17.73310 -15.08245 -9.31635
H 18.55474 -12.86254 -9.86938
H 17.85443 -10.88365 -8.57083
H 16.17141 -11.07903 -6.78947

3.
20
Properties=species:S:1:pos:R:3 method="wB97M-V/def2-TZVPD" molar_mass_g_mol=90.17 energy_ev=-7459.064 charge=0 e_lumo_ev=0.9 smiles=CCCCC.O homo_lumo_gap_ev=11.514 largest_force_ha_per_bohr=0.0479 spin_multiplicity=1
C -0.69362 1.55605 1.49689
C -0.73452 1.03516 0.01610
C -1.42765 -0.34100 -0.05439
C -0.48217 -1.49134 -0.31969
C 0.20928 -1.37515 -1.65050
H -0.05250 2.46250 1.41459
H -1.63793 1.97904 1.80918
H -0.33525 0.71930 2.09568
H -1.38997 1.73207 -0.49300
H 0.27110 0.96458 -0.38807
H -1.98141 -0.47377 0.88815
H -2.21587 -0.27596 -0.81837
H 0.23981 -1.72997 0.45393
H -1.01929 -2.45981 -0.25681
H 0.69427 -2.28130 -1.95093
H -0.46511 -1.12522 -2.48369
H 0.87591 -0.50142 -1.56607
O 2.60433 0.61328 0.41455
H 2.48942 -0.00934 -0.30858
H 2.48676 0.09801 1.22077

4.
17
Properties=species:S:1:pos:R:3 method="wB97M-V/def2-TZVPD" molar_mass_g_mol=119.12 energy_ev=-11925.388 charge=0 e_lumo_ev=0.5 homo_lumo_gap_ev=8.957 largest_force_ha_per_bohr=0.0083 spin_multiplicity=1
C 0.87602 0.21415 0.04506
C -0.26098 0.93698 -0.56319
C 0.95401 0.09037 1.52576
C -1.47136 -0.04905 -0.31073
N 1.93775 -0.07786 -0.67979
O -0.52527 -1.38643 -0.42629
O -2.25946 -0.04192 -1.47718
O -2.05205 -0.01944 0.79915
H -0.92042 -1.96317 0.24200
H -3.14616 -0.26490 -1.16345
H 1.88165 -0.02395 -1.68622
H 2.67108 -0.65684 -0.29844
H -0.11166 1.10544 -1.62895
H -0.47084 1.87706 -0.05484
H 1.61794 -0.71730 1.83631
H -0.05435 -0.05954 1.91463
H 1.33408 1.03638 1.92617

5.
24
Properties=species:S:1:pos:R:3 method="wB97M-V/def2-TZVPD" molar_mass_g_mol=188.25 energy_ev=-25464.878 charge=0 e_lumo_ev=0.6 homo_lumo_gap_ev=8.709 largest_force_ha_per_bohr=0.0653 spin_multiplicity=1
C 0.84093 -0.01173 1.10522
C -0.51524 0.48069 0.98877
C 1.91318 0.93191 0.72022
C 1.34508 2.34326 0.41398
C 0.24163 2.27060 -0.57075
C -0.81751 1.21597 -0.15298
C -1.26489 -3.02082 -0.76660
C -0.05934 -2.64361 0.09820
O 3.08204 0.64140 0.56115
O -2.10328 1.48262 -0.48180
O -0.22628 -0.30558 -1.28597
S 0.84985 -1.08841 -0.67220
H 1.02975 -0.64553 1.96826
H -1.27336 -0.07215 1.61658
H 0.84251 2.53467 1.31111
H 2.23140 2.92837 0.06717
H -0.16003 3.27715 -0.64765
H 0.65500 2.15225 -1.65931
H -1.67350 -2.02451 -0.97071
H -1.13932 -3.55852 -1.68280
H -2.04775 -3.38800 -0.01404
H 0.83871 -3.32403 0.19687
H -0.51067 -2.39115 1.05837
H -2.07891 2.21514 -1.20110

6.
10
Properties=species:S:1:pos:R:3 method="wB97M-V/def2-TZVPD" molar_mass_g_mol=84.08 energy_ev=-8200.285 charge=0 e_lumo_ev=0.3 homo_lumo_gap_ev=10.342 largest_force_ha_per_bohr=0.0065 spin_multiplicity=1
O 0.42942 -1.92822 -0.60346
C 0.24501 -0.66591 -0.12679
C -0.76121 0.26572 -0.43778
C -0.61638 1.23256 0.53630
N 0.40245 0.96021 1.38094
N 0.91972 -0.21692 1.06789
H -0.20766 -2.51136 -0.16964
H -1.46263 0.21240 -1.25759
H -1.18142 2.14890 0.66205
H 1.38739 -0.11831 -0.14646

Please write out number 4 again, unchanged.
17
Properties=species:S:1:pos:R:3 method="wB97M-V/def2-TZVPD" molar_mass_g_mol=119.12 energy_ev=-11925.388 charge=0 e_lumo_ev=0.5 homo_lumo_gap_ev=8.957 largest_force_ha_per_bohr=0.0083 spin_multiplicity=1
C 0.87602 0.21415 0.04506
C -0.26098 0.93698 -0.56319
C 0.95401 0.09037 1.52576
C -1.47136 -0.04905 -0.31073
N 1.93775 -0.07786 -0.67979
O -0.52527 -1.38643 -0.42629
O -2.25946 -0.04192 -1.47718
O -2.05205 -0.01944 0.79915
H -0.92042 -1.96317 0.24200
H -3.14616 -0.26490 -1.16345
H 1.88165 -0.02395 -1.68622
H 2.67108 -0.65684 -0.29844
H -0.11166 1.10544 -1.62895
H -0.47084 1.87706 -0.05484
H 1.61794 -0.71730 1.83631
H -0.05435 -0.05954 1.91463
H 1.33408 1.03638 1.92617